1.
Entry from the OMol25 dataset: a single C2H4O3S molecule at a distorted geometry (ωB97M-V/def2-TZVPD).

Element x y z (Å)
C (0.508, -0.215, 0.705)
C (0.125, 0.289, -0.653)
O (0.306, 2.336, 0.989)
O (2.505, 1.648, -0.130)
O (-1.607, 0.542, -0.938)
S (1.131, 1.381, 0.285)
H (-0.243, -0.151, 1.503)
H (1.181, -0.984, 0.812)
H (0.699, 0.057, -1.445)
H (-1.764, 1.347, -0.388)

Computed properties:
Gap between HOMO and LUMO (eV): 10.6
Highest occupied orbital energy (eV): -10.4255
Max |F| (hartree/bohr): 0.120
SMILES: O=S1(=O)C[C@H]1O
Multiplicity: 1
Net charge: 0
E (eV): -19112.0522
Molar mass (g mol⁻¹): 108.118

***

2.
Entry from the OMol25 dataset: a single C2H4O3S molecule at a distorted geometry (ωB97M-V/def2-TZVPD).

Element x y z (Å)
C (0.047, 0.955, 1.307)
C (0.844, 0.556, -1.726)
O (0.080, -1.429, -0.324)
O (-1.576, 0.414, -0.639)
O (1.853, 1.160, -1.780)
S (-0.229, 0.231, -0.163)
H (1.001, 0.715, 1.729)
H (-0.830, 0.929, 1.924)
H (0.310, 0.055, -2.542)
H (-0.571, -1.843, -0.898)

Computed properties:
Gap between HOMO and LUMO (eV): 9.0
Highest occupied orbital energy (eV): -9.1719
Max |F| (hartree/bohr): 0.052
SMILES: C=[S@](=O)(O)C=O
Multiplicity: 1
Net charge: 0
E (eV): -19112.6347
Molar mass (g mol⁻¹): 108.118

***

3.
Entry from the OMol25 dataset: C2H4O3Sc as an isolated structure at a distorted geometry (ωB97M-V/def2-TZVPD).

Element x y z (Å)
O (-0.445, 0.933, -1.404)
C (-0.132, 0.902, -0.245)
Sc (2.464, 0.414, -0.491)
O (0.180, -0.237, 0.359)
O (0.860, 1.736, 0.153)
H (0.581, 2.550, 0.597)
C (-0.726, -1.361, 0.270)
H (-0.079, -2.210, 0.033)
H (-1.220, -1.403, 1.244)
H (-1.483, -1.325, -0.517)

Computed properties:
Gap between HOMO and LUMO (alpha / beta) (eV): 7.7 / 5.4
Highest occupied orbital energy (alpha / beta) (eV): -26.5932 / -25.7251
Max |F| (hartree/bohr): 0.104
Multiplicity: 1
Net charge: +3
E (eV): -28940.4542
Molar mass (g mol⁻¹): 121.007

***

4.
Entry from the OMol25 dataset: a single C2H4O4 molecule at a distorted geometry (ωB97M-V/def2-TZVPD).

Element x y z (Å)
C (0.354, 0.500, -0.952)
C (0.139, -0.144, 0.406)
O (0.591, 0.511, 1.500)
O (0.720, -0.218, -1.867)
O (-1.378, 0.250, 0.093)
O (0.410, -1.450, 0.400)
H (0.814, -1.623, -0.483)
H (-0.073, 1.151, 1.810)
H (-1.888, -0.572, 0.091)
H (0.311, 1.595, -0.997)

Computed properties:
Gap between HOMO and LUMO (eV): 10.7
Highest occupied orbital energy (eV): -10.1120
Max |F| (hartree/bohr): 0.064
SMILES: O=CC(O)(O)O
Multiplicity: 1
Net charge: 0
E (eV): -10327.6373
Molar mass (g mol⁻¹): 92.050

***

5.
Entry from the OMol25 dataset: a single C2H4O4S molecule at a distorted geometry (ωB97M-V/def2-TZVPD).

Element x y z (Å)
C (0.688, -0.439, -0.371)
C (-0.827, -0.411, 0.022)
O (0.107, 2.197, -0.445)
O (0.202, 1.388, 2.002)
O (1.095, -0.194, -1.641)
O (-1.372, -1.333, 0.820)
S (0.108, 1.091, 0.556)
H (1.345, -1.196, 0.226)
H (-1.427, -0.153, -0.850)
H (0.880, 0.645, -1.898)
H (-0.798, -1.595, 1.578)

Computed properties:
Gap between HOMO and LUMO (eV): 10.0
Highest occupied orbital energy (eV): -9.7233
Max |F| (hartree/bohr): 0.088
SMILES: O=S1(=O)[C@H](O)[C@H]1O
Multiplicity: 1
Net charge: 0
E (eV): -21160.6593
Molar mass (g mol⁻¹): 124.117

***

6.
Entry from the OMol25 dataset: a 2-piece molecular cluster, C2H4O4Si overall at a distorted geometry (ωB97M-V/def2-TZVPD).

Element x y z (Å)
C (0.166, 0.789, 1.528)
C (1.351, 0.325, 1.645)
O (-1.996, 0.465, -0.694)
O (-0.391, -1.833, -0.747)
O (0.195, 0.039, -2.392)
O (2.428, 0.010, 1.508)
Si (-0.802, -0.321, -1.155)
H (-0.676, 0.517, 2.254)
H (-0.199, 1.542, 0.843)
H (-0.460, -2.366, 0.092)
H (0.384, 0.833, -2.882)

Computed properties:
Gap between HOMO and LUMO (eV): 9.6
Highest occupied orbital energy (eV): -9.6492
Max |F| (hartree/bohr): 0.095
SMILES: O=[Si](O)O.C=C=O
Multiplicity: 1
Net charge: 0
E (eV): -18207.7359
Molar mass (g mol⁻¹): 120.136

***

7.
Entry from the OMol25 dataset: a single C2H4OP2 molecule at a distorted geometry (ωB97M-V/def2-TZVPD).

Element x y z (Å)
C (1.092, -0.594, 1.000)
C (-0.999, -0.169, -1.411)
O (-0.539, 1.487, 1.788)
P (-0.795, 1.461, -1.212)
P (0.255, 0.906, 0.716)
H (1.549, -0.615, 1.973)
H (1.682, -0.956, 0.056)
H (-1.634, -0.611, -2.251)
H (-0.610, -0.910, -0.660)

Computed properties:
Gap between HOMO and LUMO (alpha / beta) (eV): 8.0 / 8.0
Highest occupied orbital energy (alpha / beta) (eV): -8.8339 / -8.8332
Max |F| (hartree/bohr): 0.078
Multiplicity: 1
Net charge: 0
E (eV): -22760.9745
Molar mass (g mol⁻¹): 106.001

***

8.
Entry from the OMol25 dataset: C2H4OPb as an isolated structure at a distorted geometry (ωB97M-V/def2-TZVPD).

Element x y z (Å)
H (1.770, 1.742, -1.036)
Pb (1.692, -0.075, -1.200)
C (-0.144, -0.802, -0.010)
H (-0.716, -1.332, -0.785)
H (0.328, -1.452, 0.741)
C (-0.819, 0.323, 0.560)
O (-0.555, 1.520, 0.367)
H (-1.555, 0.078, 1.364)

Computed properties:
Gap between HOMO and LUMO (eV): 7.0
Highest occupied orbital energy (eV): -8.0185
Max |F| (hartree/bohr): 0.070
Multiplicity: 1
Net charge: 0
E (eV): -9430.7924
Molar mass (g mol⁻¹): 251.253

***

9.
Entry from the OMol25 dataset: a single C2H4OS molecule at a distorted geometry (ωB97M-V/def2-TZVPD).

Element x y z (Å)
C (0.054, 0.772, -0.208)
C (0.427, -0.654, -0.177)
O (-0.417, -1.558, 0.221)
S (0.629, 1.436, 1.455)
H (0.401, 1.338, -1.043)
H (-1.090, 0.689, -0.275)
H (1.382, -0.824, -0.266)
H (-1.387, -1.200, 0.293)

Computed properties:
Gap between HOMO and LUMO (alpha / beta) (eV): 6.9 / 6.9
Highest occupied orbital energy (alpha / beta) (eV): -7.8791 / -7.8795
Max |F| (hartree/bohr): 0.132
Multiplicity: 1
Net charge: 0
E (eV): -15018.6066
Molar mass (g mol⁻¹): 76.120

***

10.
Entry from the OMol25 dataset: a single C2H4OS molecule at a distorted geometry (ωB97M-V/def2-TZVPD).

Element x y z (Å)
C (0.899, 0.337, 0.053)
C (-0.286, -0.655, 0.127)
O (1.903, 0.245, 0.719)
S (-1.790, 0.239, 0.539)
H (0.966, 1.023, -0.794)
H (-0.376, -0.998, -1.083)
H (-0.006, -1.428, 0.703)
H (-1.311, 1.236, -0.263)

Computed properties:
Gap between HOMO and LUMO (eV): 10.0
Highest occupied orbital energy (eV): -9.4078
Max |F| (hartree/bohr): 0.125
SMILES: O=CCS
Multiplicity: 1
Net charge: 0
E (eV): -15020.1247
Molar mass (g mol⁻¹): 76.120

***

11.
Entry from the OMol25 dataset: a single C2H4OS molecule at a distorted geometry (ωB97M-V/def2-TZVPD).

Element x y z (Å)
C (0.507, -0.703, -0.465)
C (0.024, 0.330, 0.627)
O (1.276, 0.201, -1.121)
S (-1.270, 1.363, 0.466)
H (1.028, -1.371, 0.201)
H (-0.308, -1.073, -0.995)
H (0.857, 0.749, 1.263)
H (-2.116, 0.505, 0.023)

Computed properties:
Gap between HOMO and LUMO (alpha / beta) (eV): 8.8 / 7.9
Highest occupied orbital energy (alpha / beta) (eV): -9.4673 / -8.6586
Max |F| (hartree/bohr): 0.061
Multiplicity: 1
Net charge: 0
E (eV): -15017.8951
Molar mass (g mol⁻¹): 76.120

***

12.
Entry from the OMol25 dataset: a single C2H4OS molecule at a distorted geometry (ωB97M-V/def2-TZVPD).

Element x y z (Å)
C (-2.035, -0.294, 0.133)
C (0.236, 0.452, -0.142)
O (-1.110, 0.792, 0.248)
S (-3.608, -0.004, -0.122)
H (-1.611, -1.258, 0.420)
H (0.664, 1.320, -0.535)
H (0.387, -0.061, -1.072)
H (0.763, -0.012, 0.694)

Computed properties:
Gap between HOMO and LUMO (eV): 9.1
Highest occupied orbital energy (eV): -9.1144
Max |F| (hartree/bohr): 0.059
SMILES: COC=S
Multiplicity: 1
Net charge: 0
E (eV): -15019.9149
Molar mass (g mol⁻¹): 76.120

***

13.
Entry from the OMol25 dataset: a single C2H4OS molecule at a distorted geometry (ωB97M-V/def2-TZVPD).

Element x y z (Å)
C (1.497, -0.927, -0.002)
C (0.280, 0.139, -0.041)
H (1.753, -1.011, 1.048)
H (1.292, -1.954, -0.438)
H (2.355, -0.418, -0.497)
H (1.385, 1.581, 0.127)
O (0.422, 1.427, -0.013)
S (-1.302, -0.305, 0.007)

Computed properties:
Gap between HOMO and LUMO (eV): 8.9
Highest occupied orbital energy (eV): -8.4487
Max |F| (hartree/bohr): 0.086
SMILES: CC(O)=S
Multiplicity: 1
Net charge: 0
E (eV): -15020.5894
Molar mass (g mol⁻¹): 76.120

***

14.
Entry from the OMol25 dataset: a 2-piece molecular cluster, C2H4OS overall at a distorted geometry (ωB97M-V/def2-TZVPD).

Element x y z (Å)
C (-3.039, 0.222, -0.072)
C (-2.475, 1.311, 0.347)
O (-3.684, -0.639, -0.507)
S (0.713, -0.176, 0.191)
H (2.161, -0.386, 0.042)
H (-1.382, 1.277, 0.569)
H (-2.960, 2.263, 0.488)
H (0.637, -1.327, 0.981)

Computed properties:
Gap between HOMO and LUMO (alpha / beta) (eV): 6.3 / 7.8
Highest occupied orbital energy (alpha / beta) (eV): -5.6844 / -9.9581
Max |F| (hartree/bohr): 0.080
Multiplicity: 3
Net charge: 0
E (eV): -15016.4771
Molar mass (g mol⁻¹): 76.120

***

15.
Entry from the OMol25 dataset: a single C2H4OS2 molecule at a distorted geometry (ωB97M-V/def2-TZVPD).

Element x y z (Å)
C (0.980, -0.018, 0.087)
C (-1.707, 0.282, -0.027)
O (3.273, -1.257, -0.039)
S (2.678, 0.078, -0.020)
S (-0.151, 1.305, -0.073)
H (0.738, -1.067, 0.289)
H (-2.411, 1.097, 0.077)
H (-1.688, -0.369, 0.756)
H (-1.712, -0.050, -1.051)

Computed properties:
Gap between HOMO and LUMO (eV): 8.0
Highest occupied orbital energy (eV): -8.2303
Max |F| (hartree/bohr): 0.088
Multiplicity: 1
Net charge: 0
E (eV): -25854.7842
Molar mass (g mol⁻¹): 108.187

***

16.
Entry from the OMol25 dataset: a 2-piece molecular cluster, C2H4OS2 overall (ωB97M-V/def2-TZVPD).

Element x y z (Å)
C (-1.178, -1.028, -0.498)
C (1.257, 0.857, 0.414)
O (0.694, 1.536, -0.393)
S (-2.151, 0.031, 0.305)
S (1.699, -0.817, 0.183)
H (-1.419, -2.037, -0.127)
H (1.569, 1.206, 1.411)
H (-1.660, 1.161, -0.250)
H (1.189, -0.910, -1.046)

Computed properties:
Gap between HOMO and LUMO (eV): 8.5
Highest occupied orbital energy (eV): -8.6329
Max |F| (hartree/bohr): 0.014
Multiplicity: 1
Net charge: 0
E (eV): -25853.3657
Molar mass (g mol⁻¹): 108.187

***

17.
Entry from the OMol25 dataset: C2H4OS2 as an isolated structure at a distorted geometry (ωB97M-V/def2-TZVPD).

Element x y z (Å)
C (1.404, -0.620, 0.381)
C (-2.357, 0.282, -0.444)
O (-2.902, 0.895, 0.370)
S (2.544, 0.606, -0.296)
S (-0.682, -0.301, -0.616)
H (1.632, -1.460, -0.168)
H (-2.788, -0.165, -1.247)
H (2.214, 1.402, 0.679)
H (0.936, -0.639, 1.341)

Computed properties:
Gap between HOMO and LUMO (alpha / beta) (eV): 7.9 / 7.9
Highest occupied orbital energy (alpha / beta) (eV): -8.9032 / -8.9047
Max |F| (hartree/bohr): 0.074
Multiplicity: 1
Net charge: 0
E (eV): -25853.6753
Molar mass (g mol⁻¹): 108.187

***

18.
Entry from the OMol25 dataset: a single C2H4OS2 molecule at a distorted geometry (ωB97M-V/def2-TZVPD).

Element x y z (Å)
C (-0.805, 0.929, 0.438)
C (-1.851, 0.402, -0.439)
O (3.253, -0.633, 0.373)
S (0.730, 0.603, 0.606)
S (1.819, -1.039, -0.360)
H (-2.012, 0.873, -1.297)
H (-2.769, 0.228, 0.158)
H (-1.356, -0.593, -0.744)
H (2.991, -0.771, 1.266)

Computed properties:
Gap between HOMO and LUMO (eV): 8.2
Highest occupied orbital energy (eV): -8.2662
Max |F| (hartree/bohr): 0.124
Multiplicity: 1
Net charge: 0
E (eV): -25853.1015
Molar mass (g mol⁻¹): 108.187

***

19.
Entry from the OMol25 dataset: a 2-piece molecular cluster, C2H4OS2 overall at a distorted geometry (ωB97M-V/def2-TZVPD).

Element x y z (Å)
C (0.570, 1.791, -2.288)
C (0.209, -0.530, 0.563)
O (0.194, 2.712, -2.928)
S (2.299, 1.346, -2.208)
S (2.016, -0.702, 0.304)
H (0.053, 1.009, -1.605)
H (-0.227, -1.036, -0.295)
H (0.187, 0.554, 0.791)
H (-0.010, -1.346, 1.337)

Computed properties:
Gap between HOMO and LUMO (alpha / beta) (eV): 6.1 / 6.1
Highest occupied orbital energy (alpha / beta) (eV): -9.6241 / -9.5735
Max |F| (hartree/bohr): 0.055
Multiplicity: 1
Net charge: 0
E (eV): -25852.7385
Molar mass (g mol⁻¹): 108.187

***

20.
Entry from the OMol25 dataset: a single C2H4P2 molecule at a distorted geometry (ωB97M-V/def2-TZVPD).

Element x y z (Å)
C (-0.663, 1.217, -0.214)
C (1.019, -0.862, 0.726)
P (0.939, 0.840, 0.233)
P (2.035, 0.236, 1.868)
H (-1.170, 0.472, -0.634)
H (-0.917, 2.055, -0.816)
H (0.019, -1.154, 1.080)
H (1.618, -1.460, 0.170)

Computed properties:
Gap between HOMO and LUMO (alpha / beta) (eV): 6.8 / 6.5
Highest occupied orbital energy (alpha / beta) (eV): -7.9707 / -7.8165
Max |F| (hartree/bohr): 0.085
SMILES: C=P1=PC1
Multiplicity: 1
Net charge: 0
E (eV): -20712.1524
Molar mass (g mol⁻¹): 90.002